[1]
{
  "formula": "C26H38ClKNO2P",
  "method": "the ωB97M-V functional and the def2-TZVPD basis",
  "elements": ["K", "Cl", "C", "C", "C", "C", "C", "C", "C", "O", "O", "H", "H", "H", "H", "N", "C", "H", "C", "C", "C", "C", "C", "C", "P", "C", "C", "C", "C", "C", "C", "C", "C", "C", "C", "C", "C", "H", "H", "H", "H", "H", "H", "H", "H", "H", "H", "H", "H", "H", "H", "H", "H", "H", "H", "H", "H", "H", "H", "H", "H", "H", "H", "H", "H", "H", "H", "H", "H", "H"],
  "coordinates": [[2.8407, 0.7049, 0.5649], [4.4609, -5.1798, -3.5836], [4.9059, -3.8100, -2.5939], [3.9095, -3.0195, -2.0494], [4.2851, -1.9376, -1.2687], [5.6127, -1.6373, -1.0214], [6.5859, -2.4560, -1.5829], [6.2449, -3.5420, -2.3715], [6.0202, -0.4452, -0.1468], [7.2128, -0.2816, 0.0808], [5.0447, 0.2559, 0.2551], [2.8708, -3.2519, -2.2361], [3.5006, -1.3215, -0.8419], [7.6200, -2.2140, -1.3785], [6.9993, -4.1782, -2.8098], [2.9043, 0.6615, 4.6588], [2.5836, 0.6733, 3.5487], [3.2420, 0.6477, 5.5985], [-3.3842, 0.1558, 3.7027], [-3.2674, 1.5863, 3.1647], [-2.0485, 1.7566, 2.2516], [-1.7891, 0.4722, 1.4637], [-1.3814, -0.6509, 2.4406], [-2.0013, -0.4652, 3.8263], [-0.4983, 0.7095, 0.1747], [-0.6681, -0.7121, -0.9986], [-2.0895, -1.1465, -1.4359], [-2.4733, -2.4998, -0.8494], [-1.5322, -3.6013, -1.3385], [-0.0908, -3.0962, -1.4750], [0.1625, -1.9222, -0.5403], [-1.0287, 2.1425, -0.8693], [-0.3980, 3.4565, -0.4073], [-0.4709, 4.5027, -1.5206], [-1.8008, 4.4395, -2.2858], [-2.8800, 3.8033, -1.4216], [-2.5338, 2.3377, -1.1611], [-3.9816, -0.4574, 3.0213], [-3.9179, 0.1509, 4.6538], [-3.2016, 2.2928, 3.9954], [-4.1743, 1.8551, 2.6155], [-1.1573, 2.0077, 2.8343], [-2.2072, 2.6024, 1.5815], [-2.7397, 0.1904, 0.9901], [-0.2901, -0.6997, 2.5235], [-1.6935, -1.6120, 2.0269], [-1.3649, 0.1816, 4.4364], [-2.0367, -1.4243, 4.3464], [-0.1490, -0.3343, -1.8912], [-2.1265, -1.2128, -2.5263], [-2.8278, -0.3938, -1.1609], [-3.5060, -2.7505, -1.0981], [-2.4426, -2.4347, 0.2402], [-1.8823, -3.9825, -2.3003], [-1.5650, -4.4483, -0.6491], [0.0991, -2.7586, -2.4991], [0.6161, -3.9073, -1.2935], [1.2242, -1.6525, -0.5444], [-0.0614, -2.2060, 0.4891], [-0.5323, 1.9068, -1.8239], [0.6468, 3.2959, -0.1186], [-0.8875, 3.8211, 0.4976], [0.3642, 4.3496, -2.2101], [-0.3245, 5.4982, -1.0944], [-1.6859, 3.8355, -3.1910], [-2.0900, 5.4335, -2.6282], [-3.8596, 3.8712, -1.8970], [-2.9642, 4.3473, -0.4779], [-2.8005, 1.7514, -2.0435], [-3.1508, 1.9466, -0.3479]],
  "forces_ev_per_a": [[-0.778, 0.380, 0.299], [0.000, 0.040, 0.029], [-0.107, -0.151, -0.109], [0.151, -0.061, -0.042], [-0.393, -0.018, -0.010], [0.219, -0.040, -0.008], [0.072, 0.088, 0.066], [-0.036, 0.030, 0.024], [0.023, -0.108, -0.101], [0.173, -0.043, -0.014], [0.463, 0.019, 0.007], [-0.043, 0.002, -0.007], [0.185, -0.080, -0.063], [0.030, 0.000, -0.001], [0.048, -0.025, -0.017], [0.116, -0.005, 0.342], [-0.093, 0.008, -0.296], [-0.015, -0.007, -0.011], [-0.109, -0.072, 0.015], [-0.126, 0.129, 0.019], [0.119, 0.183, -0.085], [-0.295, -0.069, -0.046], [0.169, -0.135, -0.154], [0.045, -0.074, 0.181], [0.350, 0.027, 0.062], [-0.060, -0.068, -0.194], [-0.048, 0.086, 0.017], [-0.113, 0.005, 0.074], [-0.051, -0.157, -0.016], [0.143, -0.051, -0.098], [0.221, 0.075, 0.041], [-0.085, -0.048, -0.265], [0.262, 0.023, 0.190], [0.178, 0.153, -0.030], [-0.026, 0.015, -0.118], [-0.109, 0.069, -0.030], [-0.063, -0.221, 0.031], [-0.004, 0.002, -0.022], [0.045, 0.002, 0.037], [0.047, -0.005, 0.007], [0.011, -0.045, -0.007], [0.033, -0.054, 0.035], [-0.051, -0.014, 0.029], [0.099, 0.003, -0.035], [-0.023, 0.051, 0.034], [-0.030, -0.011, 0.035], [-0.006, 0.054, 0.010], [-0.039, -0.006, -0.024], [-0.056, 0.042, 0.069], [0.016, -0.014, -0.043], [-0.036, 0.012, 0.025], [-0.005, 0.042, -0.047], [0.027, -0.017, 0.040], [0.014, 0.014, -0.017], [-0.017, 0.032, 0.022], [-0.032, 0.003, -0.012], [0.000, 0.010, 0.054], [-0.037, -0.040, -0.041], [-0.106, -0.027, 0.072], [-0.042, 0.007, 0.070], [-0.068, 0.001, -0.051], [-0.071, 0.019, -0.020], [-0.042, -0.012, -0.011], [-0.044, -0.017, 0.030], [0.010, -0.024, 0.000], [-0.036, 0.016, 0.049], [-0.005, -0.009, -0.032], [0.013, 0.038, 0.057], [0.003, -0.006, -0.018], [0.017, 0.055, 0.019]],
  "multiplicity": 1,
  "lumo_energy_ev": 0.0689,
  "gap_ev": 8.2
}



[2]
{
  "formula": "C26H38IrO7S2",
  "method": "the ωB97M-V functional and the def2-TZVPD basis",
  "elements": ["Ir", "C", "C", "O", "C", "C", "O", "C", "C", "O", "C", "C", "O", "C", "C", "O", "H", "H", "H", "H", "H", "H", "H", "H", "H", "H", "H", "H", "H", "H", "H", "H", "H", "H", "H", "H", "O", "S", "C", "C", "C", "C", "S", "O", "C", "C", "C", "C", "C", "C", "C", "C", "C", "C", "C", "C", "H", "H", "H", "H", "H", "H", "H", "H", "H", "H", "H", "H", "H", "H", "H", "H", "H", "H"],
  "coordinates": [[0.2957, 0.5078, 0.4136], [-2.3314, 0.1046, -1.6186], [-1.2120, 0.4837, -2.5818], [0.0091, -0.0101, -2.0264], [1.1175, 0.1165, -2.9261], [2.1938, 0.8728, -2.1767], [2.2793, 0.4105, -0.8057], [2.9042, -0.8966, -0.6406], [1.8373, -1.8976, -0.2916], [1.1260, -1.2979, 0.8284], [0.3043, -2.2350, 1.5721], [-0.1949, -1.4243, 2.7318], [-0.9531, -0.3157, 2.1878], [-2.3358, -0.6808, 1.9307], [-2.7800, 0.0680, 0.7103], [-1.7795, -0.1418, -0.3021], [-3.0602, 0.9153, -1.5604], [-2.8481, -0.8060, -1.9258], [-1.3872, 0.0347, -3.5610], [-1.1370, 1.5677, -2.7129], [1.4206, -0.8825, -3.2446], [0.8414, 0.6835, -3.8164], [3.1637, 0.7617, -2.6654], [1.9610, 1.9366, -2.1086], [3.4493, -1.1863, -1.5392], [3.6145, -0.7951, 0.1802], [1.1245, -2.1061, -1.0895], [2.2929, -2.8333, 0.0399], [-0.4826, -2.6184, 0.9197], [0.9353, -3.0623, 1.9038], [-0.8048, -2.0145, 3.4168], [0.6362, -0.9948, 3.2902], [-2.4016, -1.7563, 1.7586], [-2.9476, -0.4294, 2.7993], [-3.7408, -0.3150, 0.3612], [-2.8732, 1.1435, 0.8904], [-0.5895, 2.3442, 0.1324], [-0.6494, 3.7107, -0.5526], [0.9209, 4.5445, -0.2098], [1.3719, 4.4705, 1.2483], [2.9022, 4.3706, 1.3168], [3.4247, 2.9994, 0.9042], [2.9932, 1.5403, 1.8736], [1.4298, 1.3845, 1.7619], [3.1855, 2.1008, 3.5479], [4.4879, 2.2370, 3.9905], [4.6981, 2.6746, 5.3081], [3.6158, 2.9242, 6.1636], [2.3222, 2.7773, 5.6994], [2.0922, 2.3459, 4.3910], [-1.7643, 4.6797, 0.4210], [-2.3164, 5.7947, -0.2427], [-3.1785, 6.6159, 0.4458], [-3.5201, 6.3022, 1.7691], [-2.9557, 5.1810, 2.4189], [-2.1007, 4.3456, 1.7365], [0.8040, 5.5633, -0.5861], [1.6056, 4.0292, -0.8893], [0.9335, 3.5837, 1.7049], [1.0144, 5.3300, 1.8138], [3.2556, 4.6504, 2.3102], [3.3672, 5.0818, 0.6287], [4.5171, 2.9627, 0.8738], [3.0702, 2.7056, -0.0881], [5.3396, 2.0041, 3.3630], [5.7121, 2.8038, 5.6644], [3.8013, 3.2008, 7.1937], [1.4831, 2.9868, 6.3488], [1.0833, 2.1893, 4.0329], [-2.0684, 5.9984, -1.2779], [-3.6188, 7.4789, -0.0357], [-4.2479, 6.9087, 2.2948], [-3.2026, 4.9962, 3.4560], [-1.6757, 3.4665, 2.2027]],
  "forces_ev_per_a": [[-0.711, -0.854, 0.950], [-0.024, -0.072, -0.209], [-0.129, 0.043, 0.059], [0.054, -0.045, -0.814], [-0.132, 0.046, 0.188], [0.120, 0.014, -0.377], [-0.581, 0.456, -0.094], [-0.189, -0.131, 0.081], [0.223, -0.129, -0.059], [0.309, -0.525, -0.163], [0.048, -0.171, 0.326], [0.064, -0.051, -0.081], [0.396, 0.930, -0.468], [-0.392, -0.038, -0.272], [0.008, 0.311, 0.189], [0.126, -0.270, -0.569], [0.034, -0.018, 0.014], [0.084, 0.009, 0.003], [-0.060, -0.011, 0.047], [-0.013, -0.029, 0.063], [0.116, 0.030, 0.030], [0.035, -0.045, -0.038], [0.025, 0.002, 0.113], [-0.091, -0.058, 0.025], [-0.072, 0.094, -0.046], [-0.023, -0.023, -0.038], [0.019, 0.100, -0.050], [-0.055, 0.045, 0.059], [-0.043, 0.052, 0.040], [0.018, 0.069, -0.039], [-0.111, 0.109, -0.062], [-0.021, -0.005, -0.039], [0.087, 0.024, -0.018], [0.140, 0.063, 0.006], [0.035, -0.039, 0.041], [-0.001, -0.034, 0.037], [-0.144, -0.691, 0.938], [-0.067, 0.959, -0.670], [-0.153, -0.417, 0.087], [0.100, 0.032, -0.181], [-0.195, -0.085, 0.149], [0.191, 0.273, -0.001], [-0.700, -0.306, -0.670], [1.174, 0.319, 1.142], [1.654, -0.104, -0.464], [-1.082, -0.452, -1.273], [0.747, 0.070, 0.456], [-1.390, 0.060, 0.570], [0.598, 0.392, 1.099], [-0.407, 0.098, -0.028], [-0.526, 0.197, -0.105], [0.694, -0.858, 0.086], [-0.500, -0.026, 0.865], [0.413, -0.502, -0.060], [-0.662, 0.961, -0.263], [0.567, 0.094, -0.521], [-0.059, -0.029, 0.011], [0.136, 0.112, 0.005], [-0.085, 0.072, 0.089], [0.040, 0.068, -0.130], [0.075, -0.082, 0.029], [-0.003, 0.043, 0.055], [0.059, 0.010, -0.039], [0.112, -0.062, 0.037], [0.025, 0.012, -0.038], [0.093, 0.050, 0.062], [0.006, 0.116, -0.001], [-0.014, -0.051, 0.050], [-0.047, 0.001, -0.052], [-0.005, 0.012, -0.025], [0.011, -0.034, -0.018], [0.143, 0.044, 0.007], [-0.091, -0.105, -0.061], [0.000, -0.040, 0.027]],
  "multiplicity": 2,
  "charge": 4,
  "lumo_energy_ev": [-12.9081, -15.9820],
  "gap_ev": [5.8, 2.8]
}



[3]
{
  "formula": "C26H38O2P",
  "method": "the ωB97M-V functional and the def2-TZVPD basis",
  "elements": ["C", "C", "C", "P", "C", "C", "C", "C", "C", "C", "H", "H", "H", "H", "H", "H", "H", "H", "H", "H", "H", "H", "H", "H", "H", "H", "H", "H", "H", "H", "H", "C", "O", "C", "C", "C", "C", "C", "C", "C", "C", "C", "C", "C", "O", "C", "C", "C", "C", "C", "H", "H", "H", "H", "H", "H", "H", "H", "H", "H", "H", "H", "H", "H", "H", "H", "H"],
  "coordinates": [[-1.6229, -2.4209, -5.0858], [-1.3651, -2.3551, -3.5837], [-2.6324, -2.4941, -2.7334], [-0.3879, -0.8718, -3.0493], [1.2035, -1.1526, -3.9912], [1.6798, -2.6004, -3.8475], [2.2822, -0.1952, -3.4837], [-1.1605, 0.5452, -4.0105], [-0.5191, 1.8606, -3.5569], [-2.6779, 0.6161, -3.8283], [-2.1116, -3.3784, -5.3074], [-2.2856, -1.6206, -5.4329], [-0.7003, -2.3856, -5.6774], [-0.7165, -3.2025, -3.3125], [-3.0931, -3.4689, -2.9314], [-2.3830, -2.4541, -1.6664], [-3.3712, -1.7146, -2.9442], [0.9697, -0.9288, -5.0453], [2.6975, -2.6962, -4.2423], [1.7025, -2.8890, -2.7883], [1.0484, -3.3159, -4.3837], [3.2378, -0.4293, -3.9675], [2.0622, 0.8556, -3.6897], [2.4224, -0.3096, -2.4016], [-0.9169, 0.3584, -5.0692], [-1.0659, 2.7099, -3.9839], [-0.5675, 1.9501, -2.4631], [0.5252, 1.9582, -3.8655], [-3.0537, 1.5465, -4.2729], [-3.2249, -0.2049, -4.3009], [-2.9371, 0.6401, -2.7617], [-4.2349, 2.7014, 7.0979], [-4.6789, 1.4871, 6.4500], [-3.7737, 0.8560, 5.6629], [-4.2225, -0.2522, 4.8890], [-3.3663, -0.8343, 3.9854], [-2.0365, -0.3409, 3.7938], [-1.2039, -0.8200, 2.7466], [0.1338, -0.4386, 2.6053], [0.8325, -0.4393, 1.4064], [2.1545, 0.0993, 1.2989], [2.5757, 0.7209, 0.0874], [3.8016, 1.3385, -0.0073], [4.6765, 1.3342, 1.1136], [5.8823, 1.9295, 0.9494], [6.8337, 1.8353, 2.0312], [4.2817, 0.7200, 2.3301], [3.0429, 0.1127, 2.4090], [-1.5867, 0.7041, 4.6496], [-2.4324, 1.3012, 5.5582], [-5.1054, 3.0495, 7.6475], [-3.4004, 2.5061, 7.7830], [-3.9181, 3.4501, 6.3603], [-5.2519, -0.5908, 5.0097], [-3.6960, -1.6781, 3.3754], [-1.6364, -1.5029, 2.0124], [0.6651, -0.0817, 3.4946], [0.3241, -0.7744, 0.4997], [1.8753, 0.7449, -0.7513], [4.1276, 1.8309, -0.9239], [7.7286, 2.3100, 1.6353], [6.4787, 2.3678, 2.9222], [7.0363, 0.7898, 2.2953], [4.9565, 0.7271, 3.1906], [2.7478, -0.3530, 3.3506], [-0.5723, 1.0927, 4.5664], [-2.0766, 2.1454, 6.1528]],
  "forces_ev_per_a": [[-0.243, -0.386, -0.101], [0.172, 0.159, 0.115], [-0.079, -0.220, -0.079], [0.012, 0.064, 0.212], [-0.409, 0.200, -0.155], [0.091, 0.020, -0.030], [0.288, -0.025, -0.090], [0.324, -0.404, -0.133], [-0.099, 0.177, -0.032], [-0.107, 0.254, 0.023], [0.017, 0.173, -0.130], [0.158, -0.180, 0.050], [-0.149, 0.046, 0.156], [-0.178, 0.227, -0.025], [-0.051, 0.147, 0.036], [-0.063, 0.024, -0.156], [0.143, -0.246, 0.085], [0.295, -0.121, 0.183], [-0.124, -0.007, 0.066], [0.037, -0.019, -0.132], [0.134, 0.162, 0.094], [-0.078, 0.070, 0.070], [0.038, -0.227, 0.060], [0.009, -0.074, -0.270], [-0.174, 0.194, 0.185], [0.093, -0.097, 0.049], [0.024, 0.022, -0.170], [-0.249, -0.020, 0.066], [0.066, -0.127, 0.073], [0.201, 0.177, 0.130], [-0.007, -0.022, -0.152], [-0.085, -0.154, 0.018], [1.082, -0.394, -0.645], [-0.287, 0.391, 0.101], [0.097, 0.313, 0.323], [0.266, 0.221, -0.219], [-0.007, -0.174, 0.408], [0.117, 0.140, 0.212], [0.463, -0.387, 0.068], [-0.298, -0.039, 0.479], [0.524, 0.203, -0.011], [-0.221, -0.226, 0.334], [0.384, 0.025, 0.443], [0.152, 0.001, -0.038], [-0.706, -0.532, 0.416], [-0.178, 0.067, -0.201], [0.143, 0.080, -0.354], [-0.209, 0.323, -0.221], [-0.277, 0.013, -0.002], [-0.101, -0.048, -0.069], [0.131, 0.037, -0.021], [-0.305, -0.050, -0.056], [-0.204, -0.198, 0.087], [0.327, 0.081, -0.018], [-0.004, 0.290, 0.162], [-0.035, 0.335, -0.027], [-0.392, 0.158, -0.472], [0.070, 0.216, 0.028], [0.270, -0.037, 0.249], [-0.093, -0.142, 0.276], [-0.035, -0.073, 0.172], [0.055, -0.005, -0.246], [-0.024, 0.191, -0.187], [-0.376, -0.086, -0.375], [0.113, 0.056, -0.303], [-0.329, -0.096, -0.048], [-0.119, -0.441, -0.261]],
  "multiplicity": 1,
  "charge": 1,
  "lumo_energy_ev": -5.0131,
  "gap_ev": 5.3
}



ΔE to the lowest compared entry with this formula, charge and spin: 112.4 176.6 0.0 (kJ/mol)